Formula: C4H5FN2S
Source: the OMol25 dataset
Level of theory: ωB97M-V/def2-TZVPD

Last column: Mulliken charge in e.
Atoms and positions in Å:
C: 2.1837 -2.8585 1.4880  -0.24
C: -1.0196 2.2266 -0.7576  0.56
C: -0.7859 3.3084 -1.4853  -0.78
C: -0.4009 0.9451 -0.9869  0.30
H: -0.5611 -1.7226 -0.2474  0.23
H: 2.7882 -3.7645 1.4667  0.25
H: 2.4583 -2.0821 2.2107  0.22
H: -0.0923 3.2651 -2.3150  0.28
H: -1.2856 4.2404 -1.2532  0.31
N: 1.2141 -2.7858 0.6717  -0.31
N: 0.0990 -0.0825 -1.1755  -0.47
F: -1.8691 2.2241 0.2775  -0.22
S: 0.2787 -1.3503 0.7262  -0.13

Summary:
Net charge = 0
2S+1 = 1
HOMO energy = -8.03 eV
Orbital gap = 8.23 eV
Energy relative to the best compared isomer or geometry (same formula, charge and spin) = 88.0 kcal per mole
M = 132.16 g mol⁻¹



Formula: C4H5FN4
Source: the OMol25 dataset
Level of theory: ωB97M-V/def2-TZVPD

Last column: Mulliken charge in e.
Atoms and positions in Å:
C: 1.4411 0.2997 -0.5155  -0.23
C: 1.8253 1.2472 0.3963  -0.16
C: 0.1712 0.5735 1.7277  -0.01
C: 0.1703 -0.3800 -0.3551  0.70
N: 1.1907 1.3939 1.5845  -0.50
N: -0.4347 -0.1523 0.8101  -0.33
N: -2.8389 -0.4947 -0.6020  -0.46
N: -0.1649 -1.4055 -1.1205  -0.31
F: 0.3710 -1.5898 -2.3581  -0.13
H: 2.1444 0.1727 -1.3759  0.30
H: 2.7176 1.9476 0.3109  0.35
H: -0.4105 0.6050 2.6959  0.33
H: -3.0826 -1.1277 -1.3596  0.22
H: -3.1001 -1.0895 0.1613  0.22

Summary:
Net charge = 0
2S+1 = 1
HOMO energy (spin up / spin down) = -10.01 / -9.79 eV
Orbital gap (spin up / spin down) = 7.63 / 9.49 eV
Energy relative to the best compared isomer or geometry (same formula, charge and spin) = 84.9 kcal per mole
M = 128.11 g mol⁻¹